A molecular structure, C39H34ClLaN3SSi2 at a distorted geometry. Source: OMol25; level of theory: the ωB97M-V functional and the def2-TZVPD basis.

The geometry in XYZ format:
```
81
Properties=species:S:1:pos:R:3
C 0.469 -4.280 -0.164
H 0.921 0.677 -4.717
C -2.272 -0.187 3.701
C 0.017 1.628 5.869
H 0.020 -5.091 0.393
H -1.253 -1.029 -7.875
H 1.350 1.335 9.007
H -0.934 4.002 -0.819
C -1.878 2.564 -4.117
Si -1.454 0.012 -2.915
H 0.092 -0.169 -0.519
H -0.928 -2.786 2.094
C 2.644 -2.057 4.582
C -2.336 -1.106 1.594
Si 2.385 -0.522 -2.326
H 1.058 4.328 -2.282
C -2.830 -0.041 2.403
H 0.391 -4.089 -5.308
C -1.076 3.158 7.373
C -0.950 2.613 6.082
H -1.642 1.607 -0.359
H 2.600 2.496 -2.750
H 2.873 -2.305 5.621
H -2.882 0.173 -2.493
S 3.130 -2.978 3.182
C -0.306 3.156 -1.126
C -0.336 -3.241 -0.633
H -3.529 0.730 2.101
C 0.207 1.505 -4.774
C -0.759 -2.534 -4.327
C -0.431 3.622 -5.763
C -0.257 2.717 8.430
C 1.309 0.032 5.087
C -0.185 -3.160 -5.444
C -1.347 -1.249 -4.434
H 2.312 -0.363 6.901
H 2.302 -1.924 1.085
H -2.797 2.566 -3.523
C 0.859 3.342 -1.865
H -1.405 -3.241 -0.451
C 0.703 1.703 8.216
La -0.227 0.536 1.811
C 1.839 -4.232 -0.408
H -1.816 3.939 7.561
H -1.561 2.913 5.233
C 1.912 -0.955 4.211
C 2.393 -3.187 -1.166
C 1.495 0.977 -1.664
Cl 1.056 2.735 1.954
N 1.674 -0.850 2.828
H 0.117 -3.099 -7.590
H -0.368 3.175 9.418
H -0.444 -1.488 -1.813
H 2.512 -5.015 -0.055
C 1.743 2.293 -2.114
C -0.641 1.845 -0.752
C 2.273 -1.861 2.181
H -2.528 0.402 4.575
H -0.975 -1.782 4.568
H 3.419 -3.230 -1.500
C -1.584 -0.784 -5.752
H -0.662 -3.028 -3.360
C 0.251 -2.203 -1.324
C -1.085 -1.448 -6.878
H -2.305 4.444 -5.075
C -1.459 -1.893 2.400
C -1.601 3.608 -5.002
C -0.975 1.496 -3.993
H 1.415 2.572 -6.197
C -1.440 -1.329 3.699
H -0.211 4.454 -6.429
C 0.818 1.191 6.932
H -2.577 -1.283 0.554
C 1.620 -2.059 -1.538
C 0.310 0.827 -0.917
H 3.744 -0.500 -1.995
C 0.474 2.571 -5.633
N 1.614 0.181 6.405
N 0.340 0.903 4.727
H -2.080 0.165 -5.913
C -0.336 -2.618 -6.726
```

Calculated values
E_LUMO (spin up / spin down) ... -0.146 / -0.123 Eh
HOMO level (spin up / spin down) ... -9.4 / -10.1 eV
Charge ... +1
Energy above the lowest of the compared OMol25 structures with the same formula, charge and spin ... 4.426 eV

The Löwdin scheme yields these atomic charges, measured in e: C -0.064; H 0.086; C -0.200; C -0.226; H 0.113; H 0.109; H 0.112; H 0.133; C -0.118; Si 0.860; H 0.007; H 0.088; C -0.298; C -0.280; Si 0.903; H 0.125; C -0.243; H 0.107; C -0.069; C -0.005; H 0.100; H 0.117; H 0.091; H -0.020; S 1.077; C -0.077; C -0.084; H 0.105; C -0.125; C -0.113; C -0.077; C -0.065; C -0.263; C -0.087; C -0.276; H 0.168; H 0.070; H 0.100; C -0.048; H 0.115; C -0.005; La 1.690; C -0.086; H 0.109; H 0.112; C -0.304; C -0.107; C -0.334; Cl -0.162; N -0.108; H 0.104; H 0.111; H -0.006; H 0.113; C -0.073; C -0.280; C -0.409; H 0.104; H 0.112; H 0.101; C -0.113; H 0.075; C -0.217; C -0.077; H 0.108; C -0.231; C -0.080; C -0.354; H 0.112; C -0.195; H 0.107; C -0.184; H 0.090; C -0.337; C -0.379; H -0.065; C -0.079; N 0.172; N 0.099; H 0.100; C -0.085

***

CH5NOP2 in the gas phase at a distorted geometry. Source: OMol25; level of theory: the ωB97M-V functional and the def2-TZVPD basis.

The geometry in XYZ format:
```
10
Properties=species:S:1:pos:R:3
N -1.813 1.126 -0.511
H -2.397 -0.795 0.767
P 1.849 0.561 0.507
O -0.258 -1.046 -0.382
H -1.086 1.943 -0.740
C 1.034 -0.679 -0.413
H -0.605 0.210 1.489
P -1.294 -0.015 0.371
H 1.561 -1.431 -1.070
H 3.010 0.127 -0.018
```

Calculated values
E_LUMO ... 0.004 Eh
HOMO level ... -9.1 eV
Charge ... 0
Energy above the lowest of the compared OMol25 structures with the same formula, charge and spin ... 1.606 eV
SMILES ... [H]/P=C/O[PH2]=N

The Löwdin scheme yields these atomic charges, measured in e: N -0.290; H 0.023; P 0.775; O -0.361; H 0.044; C -0.603; H -0.053; P 0.578; H 0.080; H -0.194

***

2 unconnected molecules or ions with the total composition C6H11N at a distorted geometry. Source: OMol25; level of theory: the ωB97M-V functional and the def2-TZVPD basis.

The geometry in XYZ format:
```
18
Properties=species:S:1:pos:R:3
H 2.011 0.562 -0.918
H 2.183 0.700 0.842
H -2.524 -0.740 0.556
H 0.073 1.835 -0.849
H -1.635 -1.879 -0.483
N -0.646 1.997 1.383
H 1.129 -1.598 1.073
C -1.574 -1.262 0.417
C 2.124 -0.009 0.008
H -1.773 1.469 -0.659
C 0.953 -0.967 0.180
C -0.411 -0.294 0.288
C -0.878 1.538 -1.242
H -1.062 1.942 -2.251
H -1.452 -1.951 1.270
C -0.494 0.878 1.084
H 3.073 -0.551 -0.040
H 0.905 -1.670 -0.659
```

Calculated values
E_LUMO (spin up / spin down) ... -0.003 / -0.018 Eh
HOMO level (spin up / spin down) ... -8.7 / -9.0 eV
Charge ... 0
Energy above the lowest of the compared OMol25 structures with the same formula, charge and spin ... 3.968 eV

The Löwdin scheme yields these atomic charges, measured in e: H 0.071; H 0.077; H 0.082; H -0.017; H 0.083; N 0.169; H 0.124; C -0.069; C -0.106; H -0.003; C -0.236; C -0.299; C 0.130; H 0.024; H 0.090; C -0.307; H 0.074; H 0.115